# C44H117N7O13

11 unconnected molecules or ions with the total composition C44H117N7O13 (ωB97M-V/def2-TZVPD, the Open Molecules 2025 dataset).

Properties
DFT total energy = -84560.082 eV
Kohn-Sham gap = 9.01 eV
structure (SMILES) = COC[C@H](C)N.COC[C@H](C)N.COC[C@H](C)N.COC[C@H](C)N.COC[C@H](C)N.COCCNCCOC.COCCNCCOC.CC(C)O.CC(C)O.CC(C)O.CC(C)O

Bonds (Å) are listed after each position.
Atoms and positions in Å:
1 C 28.218 14.805 -29.651  O2 1.382, H7 1.090, H8 1.090, H9 1.090
2 O 28.421 16.138 -29.349  C1 1.382, C3 1.422
3 C 29.702 16.533 -28.875  O2 1.422, C4 1.507, H10 1.090, H11 1.090
4 C 29.814 18.035 -28.826  C3 1.507, C5 1.516, N6 1.424, H12 1.090
5 C 30.092 18.667 -30.174  C4 1.516, H13 1.090, H14 1.090, H15 1.090
6 N 30.707 18.466 -27.804  C4 1.424, H16 1.010, H17 1.010
7 H 29.085 14.337 -30.119  C1 1.090
8 H 27.273 14.600 -30.153  C1 1.090
9 H 28.013 14.226 -28.751  C1 1.090
10 H 29.672 16.213 -27.833  C3 1.090
11 H 30.613 16.120 -29.310  C3 1.090
12 H 28.918 18.493 -28.407  C4 1.090
13 H 30.288 19.728 -30.018  C5 1.090
14 H 29.370 18.667 -30.991  C5 1.090
15 H 30.937 18.225 -30.703  C5 1.090
16 H 30.456 19.421 -27.594  N6 1.010
17 H 30.266 18.197 -26.935  N6 1.010
18 C 21.420 16.494 -17.450  O19 1.429, H24 1.090, H25 1.090, H26 1.090
19 O 21.929 16.354 -16.122  C18 1.429, C20 1.486
20 C 23.088 17.207 -15.754  O19 1.486, C21 1.684, H27 1.090, H28 1.090
21 C 24.499 16.777 -16.566  C20 1.684, C22 1.516, N23 1.425, H29 1.090
22 C 24.842 15.326 -16.294  C21 1.516, H30 1.090, H31 1.090, H32 1.090
23 N 25.624 17.618 -16.322  C21 1.425, H33 1.010, H34 1.010
24 H 20.594 17.206 -17.439  C18 1.090
25 H 21.141 15.554 -17.926  C18 1.090
26 H 22.066 17.026 -18.149  C18 1.090
27 H 22.875 18.230 -16.062  C20 1.090
28 H 23.194 17.153 -14.670  C20 1.090
29 H 24.294 16.867 -17.633  C21 1.090
30 H 23.962 14.701 -16.445  C22 1.090
31 H 25.299 15.063 -15.340  C22 1.090
32 H 25.602 15.033 -17.019  C22 1.090
33 H 25.921 17.397 -15.383  N23 1.010
34 H 26.351 17.205 -16.888  N23 1.010
35 C 32.474 23.292 -15.617  O36 1.381, H41 1.090, H42 1.090, H43 1.090
36 O 32.784 24.574 -15.204  C35 1.381, C37 1.413
37 C 32.414 25.063 -13.931  O36 1.413, C38 1.579, H44 1.090, H45 1.090
38 C 32.317 26.638 -13.912  C37 1.579, C39 1.561, N40 1.427, H46 1.090
39 C 33.668 27.231 -14.423  C38 1.561, H47 1.090, H48 1.090, H49 1.090
40 N 32.259 26.937 -12.518  C38 1.427, H50 1.010, H51 1.010
41 H 31.438 23.032 -15.403  C35 1.090
42 H 33.070 22.486 -15.187  C35 1.090
43 H 32.809 23.178 -16.648  C35 1.090
44 H 31.459 24.686 -13.565  C37 1.090
45 H 33.175 24.662 -13.261  C37 1.090
46 H 31.458 27.097 -14.402  C38 1.090
47 H 33.942 26.892 -15.422  C39 1.090
48 H 34.539 27.009 -13.806  C39 1.090
49 H 33.734 28.318 -14.393  C39 1.090
50 H 33.026 26.601 -11.952  N40 1.010
51 H 31.528 26.303 -12.227  N40 1.010
52 C 23.874 12.319 -24.684  O53 1.374, H58 1.090, H59 1.090, H60 1.090
53 O 22.700 12.718 -25.274  C52 1.374, C54 1.437
54 C 22.860 13.657 -26.350  O53 1.437, C55 1.575, H61 1.090, H62 1.090
55 C 23.281 15.088 -25.841  C54 1.575, C56 1.586, N57 1.439, H63 1.090
56 C 22.146 15.885 -25.072  C55 1.586, H64 1.090, H65 1.090, H66 1.090
57 N 23.770 15.828 -26.973  C55 1.439, H67 1.010, H68 1.010
58 H 24.243 13.135 -24.062  C52 1.090
59 H 24.708 12.015 -25.316  C52 1.090
60 H 23.660 11.499 -23.998  C52 1.090
61 H 23.706 13.243 -26.899  C54 1.090
62 H 21.958 13.829 -26.936  C54 1.090
63 H 24.094 14.940 -25.130  C55 1.090
64 H 22.394 16.826 -24.581  C56 1.090
65 H 21.572 15.181 -24.471  C56 1.090
66 H 21.352 16.123 -25.780  C56 1.090
67 H 24.580 15.406 -27.405  N57 1.010
68 H 24.146 16.740 -26.757  N57 1.010
69 C 32.395 9.560 -20.279  O70 1.447, H75 1.090, H76 1.090, H77 1.090
70 O 31.087 9.713 -20.878  C69 1.447, C71 1.484
71 C 31.164 10.616 -22.053  O70 1.484, C72 1.530, H78 1.090, H79 1.090
72 C 30.740 12.027 -21.641  C71 1.530, C73 1.558, N74 1.463, H80 1.090
73 C 29.258 12.163 -21.179  C72 1.558, H81 1.090, H82 1.090, H83 1.090
74 N 30.897 12.950 -22.764  C72 1.463, H84 1.010, H85 1.010
75 H 32.963 10.456 -20.028  C69 1.090
76 H 33.170 9.158 -20.930  C69 1.090
77 H 32.417 8.926 -19.392  C69 1.090
78 H 32.189 10.581 -22.420  C71 1.090
79 H 30.640 10.092 -22.854  C71 1.090
80 H 31.311 12.420 -20.800  C72 1.090
81 H 28.712 11.275 -21.498  C73 1.090
82 H 28.835 13.128 -21.454  C73 1.090
83 H 29.255 12.267 -20.094  C73 1.090
84 H 31.898 12.983 -22.898  N74 1.010
85 H 30.533 13.839 -22.452  N74 1.010
86 C 17.917 32.342 -20.054  O87 1.414, H95 1.090, H96 1.090, H97 1.090
87 O 18.430 31.033 -20.212  C86 1.414, C88 1.409
88 C 17.445 30.026 -20.202  O87 1.409, C89 1.517, H98 1.090, H99 1.090
89 C 18.000 28.615 -20.145  C88 1.517, N90 1.453, H100 1.090, H101 1.090
90 N 18.786 28.479 -21.359  C89 1.453, C91 1.460, H102 1.010
91 C 19.822 27.449 -21.374  N90 1.460, C92 1.572, H103 1.090, H104 1.090
92 C 19.257 25.995 -21.188  C91 1.572, O93 1.409, H105 1.090, H106 1.090
93 O 20.241 25.071 -20.782  C92 1.409, C94 1.422
94 C 21.022 24.604 -21.875  O93 1.422, H107 1.090, H108 1.090, H109 1.090
95 H 17.773 32.671 -19.025  C86 1.090
96 H 17.023 32.531 -20.649  C86 1.090
97 H 18.707 32.998 -20.420  C86 1.090
98 H 16.975 30.182 -21.173  C88 1.090
99 H 16.633 30.138 -19.484  C88 1.090
100 H 17.148 27.946 -20.025  C89 1.090
101 H 18.631 28.477 -19.267  C89 1.090
102 H 19.211 29.393 -21.418  N90 1.010
103 H 20.640 27.677 -20.691  C91 1.090
104 H 20.237 27.564 -22.375  C91 1.090
105 H 18.716 25.788 -22.112  C92 1.090
106 H 18.503 26.121 -20.411  C92 1.090
107 H 20.567 23.766 -22.403  C94 1.090
108 H 21.852 24.140 -21.343  C94 1.090
109 H 21.330 25.457 -22.479  C94 1.090
110 C 27.910 25.031 -17.024  O111 1.433, H119 1.090, H120 1.090, H121 1.090
111 O 26.989 24.019 -16.599  C110 1.433, C112 1.413
112 C 25.723 24.608 -16.388  O111 1.413, C113 1.497, H122 1.090, H123 1.090
113 C 24.954 23.560 -15.646  C112 1.497, N114 1.480, H124 1.090, H125 1.090
114 N 25.424 23.470 -14.246  C113 1.480, C115 1.491, H126 1.010
115 C 24.847 22.228 -13.655  N114 1.491, C116 1.550, H127 1.090, H128 1.090
116 C 24.745 22.394 -12.117  C115 1.550, O117 1.426, H129 1.090, H130 1.090
117 O 26.035 22.126 -11.572  C116 1.426, C118 1.477
118 C 25.985 22.158 -10.097  O117 1.477, H131 1.090, H132 1.090, H133 1.090
119 H 28.890 24.557 -17.070  C110 1.090
120 H 27.998 25.848 -16.307  C110 1.090
121 H 27.656 25.455 -17.995  C110 1.090
122 H 25.253 24.899 -17.328  C112 1.090
123 H 25.827 25.547 -15.844  C112 1.090
124 H 25.136 22.656 -16.227  C113 1.090
125 H 23.874 23.705 -15.645  C113 1.090
126 H 26.402 23.311 -14.445  N114 1.010
127 H 25.392 21.340 -13.973  C115 1.090
128 H 23.802 22.193 -13.964  C115 1.090
129 H 23.967 21.704 -11.790  C116 1.090
130 H 24.323 23.333 -11.761  C116 1.090
131 H 25.956 21.182 -9.612  C118 1.090
132 H 25.239 22.773 -9.593  C118 1.090
133 H 26.947 22.364 -9.628  C118 1.090
134 C 30.912 26.671 -26.989  C135 1.588, H138 1.090, H139 1.090, H140 1.090
135 C 31.406 25.309 -26.341  C134 1.588, C136 1.552, O137 1.392, H141 1.090
136 C 31.643 25.209 -24.811  C135 1.552, H142 1.090, H143 1.090, H144 1.090
137 O 30.421 24.348 -26.556  C135 1.392, H145 0.960
138 H 29.954 26.966 -26.560  C134 1.090
139 H 30.562 26.620 -28.020  C134 1.090
140 H 31.578 27.522 -26.846  C134 1.090
141 H 32.405 25.030 -26.674  C135 1.090
142 H 31.922 24.291 -24.293  C136 1.090
143 H 30.698 25.504 -24.356  C136 1.090
144 H 32.288 26.031 -24.500  C136 1.090
145 H 29.749 24.815 -27.058  O137 0.960
146 C 37.357 16.014 -25.679  C147 1.533, H150 1.090, H151 1.090, H152 1.090
147 C 35.956 15.447 -25.936  C146 1.533, C148 1.607, O149 1.435, H153 1.090
148 C 35.736 13.923 -25.476  C147 1.607, H154 1.090, H155 1.090, H156 1.090
149 O 35.089 16.153 -25.037  C147 1.435, H157 0.960
150 H 38.136 15.394 -26.121  C146 1.090
151 H 37.493 15.924 -24.601  C146 1.090
152 H 37.643 16.966 -26.127  C146 1.090
153 H 35.677 15.773 -26.938  C147 1.090
154 H 36.105 13.164 -26.165  C148 1.090
155 H 34.667 13.712 -25.518  C148 1.090
156 H 36.098 13.808 -24.455  C148 1.090
157 H 34.705 16.870 -25.548  O149 0.960
158 C 36.963 17.967 -18.254  C159 1.519, H162 1.090, H163 1.090, H164 1.090
159 C 36.713 16.917 -19.323  C158 1.519, C160 1.496, O161 1.437, H165 1.090
160 C 36.754 15.483 -18.900  C159 1.496, H166 1.090, H167 1.090, H168 1.090
161 O 35.380 17.042 -19.845  C159 1.437, H169 0.960
162 H 36.272 17.991 -17.411  C158 1.090
163 H 37.059 18.962 -18.688  C158 1.090
164 H 37.946 17.618 -17.938  C158 1.090
165 H 37.332 17.050 -20.210  C159 1.090
166 H 37.570 15.213 -18.230  C160 1.090
167 H 36.707 14.726 -19.682  C160 1.090
168 H 35.905 15.305 -18.239  C160 1.090
169 H 35.363 16.545 -20.666  O161 0.960
170 C 28.979 20.270 -20.794  C171 1.496, H174 1.090, H175 1.090, H176 1.090
171 C 28.938 18.898 -21.389  C170 1.496, C172 1.539, O173 1.419, H177 1.090
172 C 27.768 18.740 -22.376  C171 1.539, H178 1.090, H179 1.090, H180 1.090
173 O 30.059 18.619 -22.213  C171 1.419, H181 0.960
174 H 28.023 20.471 -20.310  C170 1.090
175 H 29.136 21.065 -21.523  C170 1.090
176 H 29.752 20.369 -20.032  C170 1.090
177 H 28.887 18.190 -20.562  C171 1.090
178 H 28.101 18.901 -23.401  C172 1.090
179 H 26.831 19.258 -22.171  C172 1.090
180 H 27.469 17.703 -22.530  C172 1.090
181 H 30.895 18.673 -21.744  O173 0.960